Formula: C5H14O2P
Source: the Open Molecules 2025 dataset
Level of theory: wB97M-V/def2-TZVPD

XYZ file:
```
22
Properties=species:S:1:pos:R:3:forces:R:3:mulliken_charge:R:1
H -0.5080 -0.5108 -1.7852 -0.01 0.00 -0.03 0.02
H 1.1490 0.7507 -1.5491 -0.01 0.03 0.06 0.00
H -0.3057 -1.2254 0.1736 0.06 0.05 -0.10 -0.23
C 1.7492 0.0697 0.6864 0.03 -0.10 0.02 -0.83
H 1.5218 -0.6317 1.4987 -0.03 0.10 0.04 0.34
H -2.6294 -2.3052 0.4770 -0.30 -0.05 -0.05 0.33
H -2.9323 1.5610 0.0509 0.02 0.00 -0.01 0.29
H -0.8447 1.8651 -0.9464 -0.03 -0.10 -0.05 0.34
H 3.1830 0.0482 -0.9252 0.01 0.02 0.04 0.35
C -2.7521 -0.5160 -0.1017 -0.11 0.11 0.02 0.44
C -2.2138 0.8063 0.3835 -0.03 0.00 0.12 -0.30
H 1.6601 1.0879 1.0775 -0.03 -0.02 -0.05 0.32
H 3.9102 0.4679 0.6346 0.00 -0.03 -0.01 0.33
H 3.4746 -1.2035 0.2795 -0.02 0.02 -0.03 0.29
H -2.2395 0.7852 1.4735 0.00 -0.05 -0.02 0.21
O -3.1580 -0.7470 -1.2085 0.10 -0.09 -0.05 -0.55
C 3.1574 -0.1654 0.1524 0.05 -0.01 -0.01 -1.03
H 1.3023 -1.3321 -1.1952 -0.01 0.04 -0.02 0.09
C -0.7847 1.1738 -0.0999 -0.10 0.10 0.07 -1.14
P 0.4242 -0.2419 -0.6968 0.00 -0.16 0.12 -0.20
H -0.3239 1.7233 0.7251 0.04 0.05 -0.07 0.40
O -2.8395 -1.4600 0.8952 0.38 0.07 0.01 -0.48
```
Positions in Å, forces in eV/Å.

ΔE to the lowest compared entry with this formula, charge and spin   0.00 kcal per mole
Highest occupied orbital energy   -3.18 eV
Charge   -1
LUMO level   3.68 eV
Orbital gap   6.9 eV
M   137.1 g mol⁻¹



Formula: C5H8O2
Source: the Open Molecules 2025 dataset
Level of theory: wB97M-V/def2-TZVPD

XYZ file:
```
15
Properties=species:S:1:pos:R:3:forces:R:3:mulliken_charge:R:1
H -1.8517 -1.0205 -0.0162 0.15 0.06 -0.04 0.35
O 1.8928 1.3202 0.5406 -0.30 -0.38 -0.22 -0.58
H -1.7221 0.7467 2.1402 -0.04 0.16 -0.03 0.31
H 2.1692 -0.5777 -1.6396 -0.09 0.07 0.08 0.27
H 0.1984 -0.9626 1.5150 -0.02 0.04 -0.14 0.47
H 0.8769 0.5052 -2.2276 0.02 -0.06 0.12 0.27
C -1.0131 -0.4186 -0.3555 -0.15 0.01 -0.12 -0.53
H 0.1689 -2.2069 -1.0755 0.01 0.16 0.01 0.37
C 1.1960 -0.1376 -1.4020 0.04 0.06 -0.15 -0.52
H -0.6372 1.7271 1.7369 -0.11 0.11 0.03 0.33
C 0.1747 -1.1446 -0.8643 -0.05 -0.24 -0.18 -0.29
C 1.2252 0.4683 0.0152 0.18 0.30 0.18 0.38
C 0.2142 -0.5086 0.5295 0.14 -0.04 0.32 -0.36
O -1.5920 1.6644 1.8738 0.13 -0.08 0.10 -0.65
H -1.3003 0.5452 -0.7706 0.08 -0.17 0.05 0.18
```
Positions in Å, forces in eV/Å.

ΔE to the lowest compared entry with this formula, charge and spin   43.58 kcal per mole
Highest occupied orbital energy   -9.84 eV
LUMO level   0.78 eV
Orbital gap   10.6 eV
M   100.1 g mol⁻¹



Formula: C18H25N5O4S
Source: the Open Molecules 2025 dataset
Level of theory: wB97M-V/def2-TZVPD

XYZ file:
```
53
Properties=species:S:1:pos:R:3:forces:R:3:mulliken_charge:R:1
C -0.8491 -0.0213 -1.6150 0.24 -0.39 -0.07 -0.01
H 0.1773 -4.8862 -1.4978 0.05 -0.02 0.04 0.32
C -2.4488 2.2257 -1.4511 0.42 -0.16 -0.09 -0.74
N -1.8117 2.0190 0.8432 0.10 -0.25 0.32 0.17
H 0.9026 4.1000 4.0546 0.08 -0.04 -0.05 0.28
O 0.8383 2.1357 3.4190 -0.12 -0.16 0.08 -0.52
H 1.3142 -4.2916 -0.2771 -0.02 -0.06 -0.03 0.30
C 1.1824 2.6546 1.1620 -0.05 -0.14 0.16 -0.48
H -2.8655 2.9683 -2.1288 0.02 -0.03 0.06 0.44
H 3.9094 -1.3540 -4.1948 -0.04 0.00 -0.05 0.33
C 0.1779 -2.1748 -1.5266 -0.32 0.79 -0.07 0.71
H 0.2990 0.8156 1.9836 -0.01 0.06 -0.04 -0.04
H -3.1480 1.4117 -1.2778 -0.10 0.06 0.00 0.39
H -1.7309 1.9636 2.9273 0.05 0.09 -0.03 0.21
C -0.6123 -2.2653 2.6671 -0.12 0.19 0.06 -1.31
H -3.4415 -1.5737 0.7757 0.00 -0.06 -0.06 0.35
H 2.0657 2.0559 0.9359 -0.01 -0.03 -0.03 0.41
H 1.9351 -4.9545 -1.8176 -0.11 0.08 0.07 0.37
H 2.7276 -0.2145 -4.9061 0.03 -0.12 0.03 0.37
C -1.9353 -1.5980 2.3182 0.08 -0.21 -0.10 0.22
H -0.7263 -3.3462 2.6957 0.04 -0.14 0.00 0.38
H 2.5553 4.2613 1.7253 0.00 0.06 -0.02 0.42
H 2.4634 3.2698 3.8760 -0.09 0.07 -0.02 0.34
C 1.5611 3.8960 1.9713 -0.08 -0.06 0.10 -0.75
C -2.0134 2.8990 -0.1571 -0.36 -0.42 -0.18 0.64
C 2.8955 -1.2368 -4.5759 0.23 0.07 -0.24 -1.14
H -0.2650 -1.9253 3.6397 0.09 -0.01 0.08 0.40
C 1.4750 3.4078 3.4267 0.25 0.30 0.16 -0.62
H -1.8838 1.0306 0.6139 -0.08 0.25 -0.07 0.09
N -1.6658 -0.4050 -0.6328 -0.18 0.19 -0.08 -0.35
H 2.7498 -1.9333 -5.4009 0.04 0.04 0.03 0.33
C -1.5444 -1.6400 -0.1571 -0.03 -0.15 -0.15 0.35
H 0.1489 -2.0253 1.9283 0.14 -0.02 -0.01 0.25
H -2.5705 -3.1232 0.9316 -0.06 0.00 -0.02 0.44
O -1.8689 4.0980 -0.0585 0.14 0.46 -0.09 -0.66
C 2.0077 -2.7832 -2.9657 -0.01 -0.06 0.05 0.66
N -0.6670 -2.5421 -0.5632 0.31 -0.48 -0.08 -0.40
C 0.1329 -0.9021 -2.1038 -0.33 0.02 0.33 -0.21
S -0.9881 1.5458 -2.3293 -0.52 0.66 0.05 -0.08
H -1.2148 3.4800 2.1526 -0.03 -0.06 0.09 0.50
N 1.9377 -1.5185 -3.5194 0.13 0.09 -0.18 -0.02
C 1.0454 -0.5224 -3.1566 -0.04 -0.03 0.06 1.04
N 1.1017 -3.0740 -1.9563 -0.03 -0.03 0.04 -0.03
C -2.4696 -2.0382 0.9462 -0.08 0.07 0.20 -1.29
H 0.8451 4.6960 1.7880 0.02 0.04 -0.02 0.27
O 2.8202 -3.5929 -3.3441 0.14 -0.05 -0.11 -0.64
H -2.6816 -1.8566 3.0715 -0.03 0.11 -0.01 0.42
C 0.2822 1.9008 2.1434 -0.32 0.02 -0.37 0.93
H -1.8138 -0.5138 2.3294 -0.08 0.08 0.06 -0.24
H 0.6742 2.9009 0.2330 0.01 -0.02 -0.09 0.23
C 1.1344 -4.3888 -1.3468 0.10 -0.44 0.11 -1.01
C -1.1813 2.3913 2.0830 0.32 0.01 0.27 -1.33
O 1.0379 0.5742 -3.6823 0.21 -0.18 -0.10 -0.69
```
Positions in Å, forces in eV/Å.

ΔE to the lowest compared entry with this formula, charge and spin   0.00 kcal per mole
Highest occupied orbital energy   -9.13 eV
LUMO level   -0.16 eV
Orbital gap   9.0 eV
M   407.5 g mol⁻¹